(1)
{
  "formula": "C12H14HgN3S4Sb",
  "method": "ωB97M-V/def2-TZVPD",
  "e_lumo_ev": 5.0,
  "charge": -2,
  "molar_mass_g_mol": 650.9,
  "homo_lumo_gap_ev": 6.17,
  "elements": ["Hg", "S", "Sb", "S", "S", "C", "N", "C", "C", "N", "C", "S", "H", "H", "H", "H", "H", "H", "H", "H", "C", "C", "C", "C", "C", "C", "C", "C", "N", "H", "H", "H", "H", "H", "H"],
  "xyz": [[0.258, 0.012, 0.775], [4.201, 2.952, 1.593], [1.900, 2.890, 1.645], [1.335, 0.819, 2.853], [1.146, 2.194, -0.727], [2.112, 0.071, -3.953], [2.135, 1.164, -3.004], [3.142, 2.190, -3.309], [4.027, 2.300, -2.056], [3.674, 1.094, -1.319], [2.269, 0.854, -1.574], [1.752, -0.834, -1.089], [1.889, 0.479, -4.943], [1.332, -0.636, -3.681], [3.068, -0.481, -4.012], [2.667, 3.147, -3.536], [3.727, 1.884, -4.182], [3.808, 3.208, -1.491], [5.092, 2.296, -2.303], [3.877, 1.188, -0.326], [-1.999, 0.118, 0.534], [-2.347, 1.472, 0.899], [-2.433, 2.506, -0.057], [-2.784, 3.792, 0.293], [-3.061, 4.123, 1.623], [-2.930, 3.124, 2.597], [-2.578, 1.841, 2.244], [-3.480, 5.450, 1.986], [-3.834, 6.507, 2.283], [-2.156, -0.137, -0.508], [-2.385, -0.636, 1.214], [-2.204, 2.275, -1.090], [-2.845, 4.564, -0.465], [-3.103, 3.377, 3.636], [-2.452, 1.089, 3.014]]
}

=====

(2)
{
  "formula": "C8H12S",
  "method": "ωB97M-V/def2-TZVPD",
  "e_lumo_ev": 0.9,
  "de_lowest_ev": 2.031,
  "charge": 0,
  "smiles": "CC1=C(C)CCSC=C1",
  "molar_mass_g_mol": 140.3,
  "homo_lumo_gap_ev": 8.52,
  "elements": ["C", "C", "C", "C", "C", "C", "S", "C", "C", "H", "H", "H", "H", "H", "H", "H", "H", "H", "H", "H", "H"],
  "xyz": [[-1.293, 1.736, -0.324], [-0.087, 0.877, 0.152], [-0.275, -0.475, 0.192], [-1.501, -1.153, -0.203], [0.801, -1.431, 0.673], [2.078, -1.456, -0.192], [3.207, 0.067, -0.318], [2.390, 1.485, 0.346], [1.073, 1.734, 0.407], [-1.851, 1.110, -1.023], [-1.052, 2.607, -0.962], [-1.995, 2.132, 0.506], [-2.136, -0.650, -0.993], [-2.190, -1.355, 0.784], [-1.231, -2.223, -0.475], [1.099, -1.089, 1.804], [0.497, -2.461, 0.595], [1.761, -1.578, -1.229], [2.698, -2.279, 0.051], [3.189, 2.236, 0.651], [0.835, 2.722, 0.511]]
}

=====

(3)
{
  "formula": "C2H2N2O3",
  "method": "ωB97M-V/def2-TZVPD",
  "e_lumo_ev": -0.6,
  "de_lowest_ev": 5.079,
  "charge": 0,
  "molar_mass_g_mol": 102.0,
  "homo_lumo_gap_ev": 9.59,
  "elements": ["C", "C", "H", "H", "N", "N", "O", "O", "O"],
  "xyz": [[0.665, 0.799, -0.146], [1.113, -0.703, -0.067], [-1.001, 1.274, 0.694], [-2.386, -0.708, -0.295], [-0.663, 0.680, -0.066], [-1.171, -0.575, 0.297], [1.213, 1.833, -0.164], [-0.071, -1.465, -0.438], [2.301, -1.134, 0.185]]
}

=====

(4)
{
  "formula": "C81H187N7O25",
  "method": "ωB97M-V/def2-TZVPD",
  "e_lumo_ev": 0.3,
  "de_lowest_ev": 9.392,
  "charge": 0,
  "molar_mass_g_mol": 1659.4,
  "homo_lumo_gap_ev": 7.84,
  "elements": ["C", "C", "C", "C", "C", "C", "N", "O", "C", "C", "C", "H", "H", "H", "H", "H", "H", "H", "H", "H", "H", "H", "H", "H", "H", "H", "H", "H", "H", "H", "C", "C", "C", "C", "C", "C", "N", "O", "C", "C", "C", "H", "H", "H", "H", "H", "H", "H", "H", "H", "H", "H", "H", "H", "H", "H", "H", "H", "H", "H", "C", "C", "C", "C", "C", "C", "N", "O", "C", "C", "C", "H", "H", "H", "H", "H", "H", "H", "H", "H", "H", "H", "H", "H", "H", "H", "H", "H", "H", "H", "C", "C", "C", "C", "C", "C", "N", "O", "C", "C", "C", "H", "H", "H", "H", "H", "H", "H", "H", "H", "H", "H", "H", "H", "H", "H", "H", "H", "H", "H", "C", "C", "C", "C", "C", "C", "N", "O", "C", "C", "C", "H", "H", "H", "H", "H", "H", "H", "H", "H", "H", "H", "H", "H", "H", "H", "H", "H", "H", "H", "C", "C", "C", "C", "C", "C", "N", "O", "C", "C", "C", "H", "H", "H", "H", "H", "H", "H", "H", "H", "H", "H", "H", "H", "H", "H", "H", "H", "H", "H", "C", "C", "C", "C", "C", "C", "N", "O", "C", "C", "C", "H", "H", "H", "H", "H", "H", "H", "H", "H", "H", "H", "H", "H", "H", "H", "H", "H", "H", "H", "C", "C", "O", "O", "H", "H", "H", "H", "H", "H", "C", "C", "O", "O", "H", "H", "H", "H", "H", "H", "C", "C", "O", "O", "H", "H", "H", "H", "H", "H", "C", "C", "O", "O", "H", "H", "H", "H", "H", "H", "C", "C", "O", "O", "H", "H", "H", "H", "H", "H", "C", "C", "O", "O", "H", "H", "H", "H", "H", "H", "C", "C", "O", "O", "H", "H", "H", "H", "H", "H", "C", "C", "O", "O", "H", "H", "H", "H", "H", "H", "C", "C", "O", "O", "H", "H", "H", "H", "H", "H"],
  "xyz": [[-0.161, 2.334, -9.201], [1.170, 2.604, -8.368], [0.791, 2.600, -6.857], [0.619, 1.174, -6.334], [1.841, 0.284, -6.660], [2.179, 0.120, -8.151], [2.223, 1.516, -8.712], [2.749, 1.677, -9.968], [3.561, -0.526, -8.263], [1.127, -0.723, -8.844], [1.844, 3.938, -8.533], [0.209, 2.066, -10.191], [-0.784, 3.222, -9.306], [-0.696, 1.458, -8.834], [1.481, 3.061, -6.150], [-0.187, 3.020, -6.623], [-0.283, 0.724, -6.749], [0.579, 1.228, -5.246], [1.641, -0.696, -6.226], [2.685, 0.686, -6.100], [4.183, 0.055, -7.583], [3.725, -1.558, -7.953], [4.031, -0.475, -9.245], [1.335, -1.734, -8.494], [0.152, -0.564, -8.384], [0.968, -0.550, -9.908], [2.002, 4.026, -9.608], [2.778, 4.006, -7.974], [1.330, 4.838, -8.195], [2.107, 1.141, -10.440], [-2.764, 0.211, 1.707], [-1.223, 0.160, 2.028], [-1.048, -1.008, 3.108], [0.414, -1.465, 3.274], [0.979, -1.751, 1.940], [0.990, -0.590, 0.921], [-0.404, -0.027, 0.787], [-0.610, 0.743, -0.308], [2.060, 0.407, 1.209], [1.354, -1.208, -0.389], [-0.722, 1.501, 2.750], [-3.378, -0.182, 2.518], [-3.153, -0.489, 0.968], [-3.168, 1.188, 1.443], [-1.497, -0.907, 4.097], [-1.539, -1.890, 2.695], [0.584, -2.220, 4.042], [0.973, -0.683, 3.788], [0.348, -2.540, 1.534], [2.004, -2.105, 2.058], [2.213, 1.263, 0.551], [1.875, 1.000, 2.105], [3.082, 0.080, 1.400], [2.324, -1.689, -0.267], [0.620, -1.965, -0.663], [1.446, -0.541, -1.246], [0.180, 1.458, 3.359], [-1.503, 1.829, 3.437], [-0.548, 2.358, 2.100], [-0.904, 0.109, -0.966], [4.512, -4.793, -2.068], [4.885, -3.984, -3.302], [6.338, -4.427, -3.846], [6.320, -5.695, -4.708], [5.204, -5.437, -5.824], [3.751, -5.175, -5.317], [3.763, -4.101, -4.335], [2.519, -3.624, -4.033], [2.899, -4.580, -6.486], [3.169, -6.422, -4.706], [5.026, -2.424, -2.873], [5.174, -5.516, -1.591], [3.583, -5.324, -2.273], [4.290, -4.154, -1.213], [6.822, -3.552, -4.280], [6.791, -4.651, -2.881], [5.982, -6.537, -4.105], [7.265, -5.887, -5.217], [5.230, -6.393, -6.347], [5.578, -4.697, -6.531], [1.878, -4.749, -6.141], [3.011, -3.501, -6.597], [2.901, -5.275, -7.325], [3.768, -6.630, -3.819], [2.137, -6.288, -4.381], [3.142, -7.299, -5.353], [4.058, -2.140, -2.459], [5.223, -1.741, -3.699], [5.623, -2.397, -1.961], [2.350, -2.928, -4.672], [4.533, 2.849, -3.605], [5.462, 2.850, -2.409], [6.712, 3.727, -2.699], [7.530, 3.981, -1.405], [6.745, 4.854, -0.378], [5.409, 4.166, -0.089], [4.689, 3.623, -1.316], [3.459, 3.061, -1.052], [5.448, 2.974, 0.943], [4.532, 5.311, 0.423], [5.715, 1.325, -1.886], [4.164, 3.865, -3.746], [3.710, 2.137, -3.540], [5.078, 2.834, -4.550], [7.467, 3.268, -3.336], [6.425, 4.632, -3.233], [8.418, 4.586, -1.587], [7.863, 3.013, -1.031], [6.669, 5.814, -0.888], [7.261, 5.118, 0.545], [6.130, 2.129, 0.847], [5.880, 3.335, 1.876], [4.453, 2.663, 1.261], [3.578, 4.991, 0.842], [5.055, 5.776, 1.260], [4.355, 6.116, -0.290], [4.862, 0.688, -1.650], [6.521, 1.331, -1.152], [6.222, 0.887, -2.745], [2.935, 3.834, -1.276], [-7.885, 1.060, -6.226], [-6.569, 0.942, -7.118], [-6.409, 2.238, -7.874], [-5.101, 2.260, -8.607], [-3.943, 2.208, -7.583], [-3.967, 1.115, -6.513], [-5.392, 0.762, -6.103], [-5.594, -0.142, -5.061], [-3.353, -0.169, -7.214], [-3.012, 1.501, -5.323], [-6.891, -0.365, -7.899], [-7.937, 1.939, -5.583], [-8.197, 0.238, -5.583], [-8.754, 1.343, -6.820], [-7.272, 2.267, -8.539], [-6.358, 3.182, -7.330], [-5.063, 3.195, -9.167], [-5.059, 1.463, -9.350], [-4.018, 3.222, -7.192], [-3.030, 2.173, -8.178], [-2.269, -0.147, -7.322], [-3.799, -0.940, -6.585], [-3.712, -0.369, -8.223], [-2.347, 0.678, -5.059], [-2.374, 2.371, -5.479], [-3.558, 1.951, -4.494], [-6.789, -1.285, -7.324], [-6.291, -0.426, -8.807], [-7.938, -0.416, -8.199], [-5.374, -0.947, -5.536], [-3.627, -2.016, 10.009], [-2.742, -2.399, 8.773], [-1.990, -3.657, 9.322], [-1.412, -4.625, 8.309], [-2.438, -4.854, 7.225], [-3.296, -3.734, 6.630], [-3.729, -2.824, 7.706], [-4.508, -1.673, 7.232], [-2.512, -3.126, 5.545], [-4.625, -4.389, 6.057], [-1.708, -1.304, 8.339], [-4.377, -1.331, 9.614], [-3.137, -1.398, 10.761], [-4.095, -2.879, 10.484], [-1.177, -3.238, 9.915], [-2.570, -4.301, 9.983], [-0.974, -5.555, 8.672], [-0.656, -4.146, 7.687], [-3.113, -5.613, 7.619], [-1.805, -5.419, 6.539], [-1.540, -2.790, 5.908], [-2.263, -3.919, 4.839], [-3.099, -2.352, 5.051], [-5.226, -3.922, 5.276], [-4.249, -5.276, 5.548], [-5.202, -4.802, 6.884], [-1.328, -1.256, 7.318], [-0.844, -1.396, 8.997], [-2.157, -0.336, 8.562], [-5.367, -1.795, 7.643], [7.852, 0.303, 7.758], [6.876, 1.471, 7.307], [6.473, 1.122, 5.831], [5.100, 1.717, 5.324], [4.012, 1.333, 6.424], [4.356, 1.690, 7.936], [5.729, 1.194, 8.248], [6.004, 1.406, 9.584], [4.119, 3.091, 8.289], [3.334, 0.877, 8.729], [7.498, 2.861, 7.304], [8.716, 0.056, 7.141], [7.399, -0.682, 7.872], [8.271, 0.500, 8.744], [7.199, 1.477, 5.100], [6.469, 0.040, 5.695], [4.725, 1.215, 4.432], [5.044, 2.805, 5.301], [3.864, 0.265, 6.263], [3.110, 1.834, 6.072], [4.872, 3.821, 7.991], [3.180, 3.490, 7.906], [3.986, 3.241, 9.361], [2.322, 1.036, 8.359], [3.532, -0.195, 8.709], [3.425, 1.110, 9.790], [6.806, 3.683, 7.123], [8.384, 2.974, 6.679], [7.934, 2.959, 8.298], [6.020, 0.468, 9.789], [-4.148, -2.125, -2.418], [-3.049, -1.088, -2.608], [-1.736, -1.641, -2.387], [-4.039, -3.078, -3.375], [-5.149, -1.705, -2.518], [-4.030, -2.632, -1.460], [-3.207, -0.385, -1.791], [-3.203, -0.612, -3.577], [-1.189, -1.078, -2.939], [-3.662, -3.854, -2.953], [5.174, -4.117, 1.772], [6.259, -3.052, 2.024], [6.777, -2.760, 0.662], [3.890, -3.583, 1.582], [5.153, -4.793, 2.627], [5.508, -4.750, 0.950], [7.073, -3.389, 2.666], [5.813, -2.178, 2.499], [7.061, -1.855, 0.510], [3.885, -2.694, 1.220], [-7.102, -0.678, 4.679], [-6.118, -0.893, 3.632], [-6.643, -1.739, 2.601], [-7.609, -1.886, 5.249], [-8.032, -0.274, 4.280], [-6.813, 0.087, 5.400], [-5.123, -1.201, 3.954], [-5.949, 0.125, 3.279], [-6.798, -2.618, 2.956], [-7.607, -2.628, 4.639], [0.943, 5.675, 4.024], [2.203, 4.935, 3.484], [1.808, 3.897, 2.695], [0.135, 4.816, 4.824], [0.336, 6.082, 3.215], [1.277, 6.532, 4.609], [2.761, 4.547, 4.335], [2.908, 5.599, 2.984], [0.965, 3.668, 3.093], [0.058, 5.342, 5.623], [-1.645, 3.558, 7.207], [-1.939, 2.060, 7.434], [-3.292, 1.687, 7.402], [-2.085, 4.352, 8.347], [-2.064, 3.886, 6.256], [-0.569, 3.654, 7.064], [-1.738, 1.789, 8.470], [-1.262, 1.355, 6.951], [-3.347, 0.821, 7.812], [-2.846, 3.924, 8.746], [-6.522, 2.282, -2.526], [-5.649, 2.399, -1.217], [-5.526, 1.063, -0.706], [-7.275, 1.066, -2.698], [-5.811, 2.390, -3.345], [-7.166, 3.161, -2.563], [-6.201, 3.111, -0.603], [-4.681, 2.797, -1.521], [-6.374, 0.644, -0.544], [-7.055, 0.814, -3.597], [-7.618, -2.364, -0.605], [-8.367, -2.136, -1.867], [-9.331, -3.072, -2.302], [-8.415, -2.299, 0.578], [-6.730, -1.732, -0.608], [-7.381, -3.419, -0.737], [-7.762, -2.008, -2.765], [-8.687, -1.101, -1.755], [-10.171, -2.814, -1.913], [-7.903, -1.994, 1.330], [0.058, -4.877, -1.370], [-0.965, -5.446, -0.446], [-1.919, -4.420, -0.091], [0.860, -5.905, -1.929], [0.621, -4.254, -0.676], [-0.350, -4.171, -2.094], [-0.421, -5.780, 0.437], [-1.406, -6.343, -0.882], [-1.495, -3.708, -0.576], [1.458, -5.418, -2.501], [-6.054, 5.922, 1.285], [-7.250, 5.552, 0.227], [-8.180, 6.597, -0.007], [-5.301, 6.988, 0.733], [-5.268, 5.179, 1.421], [-6.701, 6.007, 2.157], [-7.889, 4.804, 0.697], [-6.857, 5.289, -0.755], [-7.719, 7.206, -0.589], [-5.840, 7.731, 1.013]]
}

=====

Repeat the first record exactly.
{
  "formula": "C12H14HgN3S4Sb",
  "method": "ωB97M-V/def2-TZVPD",
  "e_lumo_ev": 5.0,
  "charge": -2,
  "molar_mass_g_mol": 650.9,
  "homo_lumo_gap_ev": 6.17,
  "elements": ["Hg", "S", "Sb", "S", "S", "C", "N", "C", "C", "N", "C", "S", "H", "H", "H", "H", "H", "H", "H", "H", "C", "C", "C", "C", "C", "C", "C", "C", "N", "H", "H", "H", "H", "H", "H"],
  "xyz": [[0.258, 0.012, 0.775], [4.201, 2.952, 1.593], [1.900, 2.890, 1.645], [1.335, 0.819, 2.853], [1.146, 2.194, -0.727], [2.112, 0.071, -3.953], [2.135, 1.164, -3.004], [3.142, 2.190, -3.309], [4.027, 2.300, -2.056], [3.674, 1.094, -1.319], [2.269, 0.854, -1.574], [1.752, -0.834, -1.089], [1.889, 0.479, -4.943], [1.332, -0.636, -3.681], [3.068, -0.481, -4.012], [2.667, 3.147, -3.536], [3.727, 1.884, -4.182], [3.808, 3.208, -1.491], [5.092, 2.296, -2.303], [3.877, 1.188, -0.326], [-1.999, 0.118, 0.534], [-2.347, 1.472, 0.899], [-2.433, 2.506, -0.057], [-2.784, 3.792, 0.293], [-3.061, 4.123, 1.623], [-2.930, 3.124, 2.597], [-2.578, 1.841, 2.244], [-3.480, 5.450, 1.986], [-3.834, 6.507, 2.283], [-2.156, -0.137, -0.508], [-2.385, -0.636, 1.214], [-2.204, 2.275, -1.090], [-2.845, 4.564, -0.465], [-3.103, 3.377, 3.636], [-2.452, 1.089, 3.014]]
}

=====

What did the third record say?
{
  "formula": "C2H2N2O3",
  "method": "ωB97M-V/def2-TZVPD",
  "e_lumo_ev": -0.6,
  "de_lowest_ev": 5.079,
  "charge": 0,
  "molar_mass_g_mol": 102.0,
  "homo_lumo_gap_ev": 9.59,
  "elements": ["C", "C", "H", "H", "N", "N", "O", "O", "O"],
  "xyz": [[0.665, 0.799, -0.146], [1.113, -0.703, -0.067], [-1.001, 1.274, 0.694], [-2.386, -0.708, -0.295], [-0.663, 0.680, -0.066], [-1.171, -0.575, 0.297], [1.213, 1.833, -0.164], [-0.071, -1.465, -0.438], [2.301, -1.134, 0.185]]
}